(1)
{"formula": "C7H16ClIO3PRu", "method": "ωB97M-V/def2-TZVPD", "species": ["C", "C", "H", "H", "H", "O", "I", "Ru", "P", "C", "C", "H", "H", "H", "C", "H", "H", "H", "H", "H", "H", "C", "O", "Cl", "C", "O", "H", "H", "H", "H"], "positions_angstrom": [[2.4543, 1.0655, -0.7105], [1.4565, 1.0780, 0.4223], [3.0277, 1.9981, -0.6862], [2.0256, 0.9773, -1.7227], [3.1286, 0.2000, -0.6413], [1.3352, 1.9223, 1.2891], [-1.3960, -2.1855, 1.8681], [0.3117, -0.6280, 0.1601], [-1.3358, 0.2289, -0.9713], [-2.5902, 1.1556, -0.0423], [-0.7261, 1.4111, -2.2234], [-1.4858, -1.7490, -2.3058], [-2.8386, -0.6099, -2.6426], [-2.8440, -1.6325, -1.1585], [-2.2153, -1.0597, -1.8549], [0.0106, 0.9128, -2.8481], [-1.5778, 1.7312, -2.8177], [-3.3239, 1.5491, -0.7470], [-2.1195, 1.9774, 0.4986], [-0.2644, 2.2709, -1.7437], [-3.0804, 0.4941, 0.6726], [-0.3532, 0.1433, 1.7517], [-0.7274, 0.7758, 2.6674], [1.0925, -1.9209, -1.6323], [1.9151, -1.5884, 2.9343], [1.9458, -1.4582, 1.4998], [1.9162, -0.5864, 3.3704], [2.8113, -2.1319, 3.2570], [1.0151, -2.1424, 3.2369], [2.4323, -2.1988, 1.1201]], "lowdin_charge": [-0.04, -0.41, 0.12, 0.07, 0.09, 0.14, 1.04, 0.78, 0.62, -0.21, -0.19, 0.02, 0.08, 0.05, -0.25, 0.05, 0.08, 0.08, 0.07, 0.07, 0.05, -0.63, 0.17, 0.17, -0.09, -0.28, 0.10, 0.12, 0.02, 0.11], "de_lowest_kcal_mol": 0.0, "s_squared": 8.778, "e_lumo_ev": [-8.18, -11.74], "multiplicity": 6, "molar_mass_g_mol": 442.6, "total_charge": 2}



(2)
{"formula": "C7H16F6KNO9S3", "method": "ωB97M-V/def2-TZVPD", "species": ["K", "C", "F", "F", "F", "S", "O", "O", "N", "S", "O", "O", "C", "F", "F", "F", "C", "O", "H", "H", "H", "H", "C", "O", "H", "H", "H", "H", "O", "S", "O", "O", "C", "C", "C", "H", "H", "H", "H", "H", "H", "H", "H"], "positions_angstrom": [[1.2931, 1.5783, 0.5585], [1.3802, -1.1642, -2.5073], [1.9452, -0.0143, -2.2668], [0.5126, -1.1104, -3.5300], [2.4630, -1.9590, -2.8586], [0.5308, -1.8855, -0.9097], [-0.7685, -1.3102, -0.8747], [0.5532, -3.3199, -1.1485], [1.4532, -1.3325, 0.4443], [1.5206, -2.5595, 1.3688], [0.2826, -3.1567, 1.8495], [2.4947, -3.5762, 0.8363], [2.4232, -1.7512, 2.9597], [3.5623, -1.1875, 2.5525], [1.6638, -0.8213, 3.4916], [2.8624, -2.7717, 3.6919], [4.9529, -0.8435, 0.0331], [3.8713, 0.0383, 0.1794], [5.6848, -0.9352, 0.8356], [4.6883, -1.8841, -0.1548], [5.5702, -0.4675, -0.7828], [3.1894, -0.5665, 0.4808], [1.6246, 4.7044, -1.5050], [0.7819, 3.8043, -0.8503], [1.6138, 4.4050, -2.5530], [1.3791, 5.7609, -1.3977], [2.6361, 4.5730, -1.1208], [-0.0971, 4.1138, -1.0810], [-3.9133, 2.5620, 1.2388], [-2.8661, 1.6794, 0.6736], [-1.4405, 1.8709, 0.9560], [-3.3079, 0.1282, 1.1938], [-4.7160, -0.2515, 1.2245], [-4.9659, -1.6248, 0.4376], [-3.2702, 1.3334, -1.0858], [-5.4326, 0.4417, 0.7840], [-4.9590, -0.2481, 2.2871], [-4.5445, -2.4622, 0.9936], [-4.7018, -1.5368, -0.6163], [-5.9774, -1.9855, 0.6242], [-2.4003, 0.8059, -1.4771], [-3.4620, 2.2453, -1.6513], [-4.1102, 0.6808, -1.3237]], "lowdin_charge": [0.87, -0.59, 0.14, 0.14, 0.09, 0.67, -0.29, -0.28, -0.38, 0.59, -0.30, -0.33, -0.63, 0.11, 0.16, 0.15, -0.17, -0.18, 0.08, 0.09, 0.08, -0.04, -0.15, -0.21, 0.09, 0.09, 0.09, 0.09, -0.31, 0.73, -0.37, -0.29, -0.24, -0.04, -0.09, 0.10, 0.12, 0.07, 0.07, 0.07, 0.05, 0.07, 0.07], "de_lowest_kcal_mol": 49.9, "e_lumo_ev": -0.51, "molar_mass_g_mol": 507.5}



(3)
{"formula": "C7H16FN2", "method": "ωB97M-V/def2-TZVPD", "species": ["F", "C", "C", "C", "C", "C", "N", "C", "C", "N", "H", "H", "H", "H", "H", "H", "H", "H", "H", "H", "H", "H", "H", "H", "H", "H"], "positions_angstrom": [[4.7115, -0.2861, -0.5119], [3.4487, -0.7198, -0.1555], [2.4167, 0.3562, -0.4822], [1.2912, 0.4043, 0.5641], [-0.1027, 0.6445, -0.0345], [-1.0613, 0.7707, 1.1520], [-2.4920, 0.5218, 0.7949], [-2.5957, -0.8132, 0.0988], [-1.8493, -0.7035, -1.2041], [-0.4270, -0.4623, -0.9569], [3.4716, -0.9496, 0.9099], [3.2469, -1.6408, -0.7016], [2.9507, 1.3039, -0.4725], [2.0166, 0.1786, -1.4755], [1.5105, 1.1622, 1.3162], [1.2311, -0.5595, 1.0780], [-0.0767, 1.6112, -0.5505], [-0.8000, 0.0803, 1.9523], [-0.9864, 1.7779, 1.5576], [-3.0548, 0.5021, 1.6430], [-2.8427, 1.2527, 0.1786], [-2.0710, -1.5160, 0.7445], [-3.6363, -1.0878, -0.0281], [-1.9548, -1.6619, -1.7127], [-2.3189, 0.0484, -1.8529], [-0.0259, -0.2142, -1.8508]], "lowdin_charge": [-0.04, -0.21, -0.15, -0.16, -0.33, -0.08, 0.07, -0.09, -0.19, 0.00, 0.12, 0.12, 0.12, 0.10, 0.13, 0.12, 0.15, 0.14, 0.15, 0.18, 0.18, 0.14, 0.14, 0.14, 0.13, 0.12], "de_lowest_kcal_mol": 0.0, "e_lumo_ev": -3.41, "molar_mass_g_mol": 147.2, "total_charge": 1}



(4)
{"formula": "C7H16FNO3PS2", "method": "ωB97M-V/def2-TZVPD", "species": ["C", "C", "C", "S", "F", "P", "N", "O", "H", "H", "H", "H", "H", "H", "H", "H", "C", "C", "C", "S", "O", "O", "C", "H", "H", "H", "H", "H", "H", "H", "H"], "positions_angstrom": [[-2.1208, -0.2182, -1.1498], [-2.5531, -1.5254, -1.7854], [-2.1473, -2.8844, -0.9085], [-2.9000, -2.5919, 0.8185], [-4.4031, -3.4451, 0.9314], [-1.4693, -3.3926, 2.2652], [-1.9863, -5.0979, 2.4560], [0.1338, -3.2533, 1.5962], [-2.9496, 0.4401, -0.6501], [-0.9642, 0.0138, -1.1508], [-3.1644, -1.5781, -2.7965], [-2.5588, -3.8494, -1.4270], [-0.9816, -2.8572, -0.7762], [-1.7945, -5.4410, 3.4406], [-3.0466, -5.0508, 2.4119], [0.2130, -2.3948, 1.0516], [3.2141, 3.6209, -0.0645], [2.0642, 3.3618, 0.9077], [0.8647, 2.8942, 0.0852], [1.5345, 2.1031, -1.3699], [1.1688, 2.8877, -2.5304], [1.2929, 0.6762, -1.2908], [3.2479, 2.4166, -0.9936], [4.1661, 3.7521, 0.4581], [3.0140, 4.5332, -0.6391], [2.3551, 2.5761, 1.6155], [1.8188, 4.2546, 1.4914], [0.2521, 2.1779, 0.6386], [0.2495, 3.7375, -0.2404], [3.8053, 2.5995, -1.9139], [3.6447, 1.5350, -0.4813]], "lowdin_charge": [0.00, -0.16, -0.34, 0.94, -0.37, 0.75, -0.21, -0.35, 0.09, 0.07, 0.13, 0.13, 0.11, 0.07, 0.04, 0.08, -0.22, -0.22, -0.23, 0.67, -0.31, -0.37, -0.23, 0.12, 0.13, 0.12, 0.12, 0.10, 0.11, 0.12, 0.11], "de_lowest_kcal_mol": 68.8, "e_lumo_ev": -6.10, "molar_mass_g_mol": 276.3, "total_charge": 1}



(5)
{"formula": "C7H16N", "method": "ωB97M-V/def2-TZVPD", "species": ["C", "C", "C", "C", "C", "C", "C", "N", "H", "H", "H", "H", "H", "H", "H", "H", "H", "H", "H", "H", "H", "H", "H", "H"], "positions_angstrom": [[1.8605, -1.0934, -0.2222], [0.6623, -1.1104, -1.0438], [0.7961, -2.0767, 0.0128], [0.6508, -1.2214, -2.5348], [0.4933, -3.1638, 0.8699], [-1.6341, 2.5703, 1.3171], [-0.4353, 1.8804, 0.8390], [-0.6662, 1.2487, -0.4536], [2.8198, -1.5040, -0.5985], [-0.0751, 1.0885, 1.4331], [-0.1178, -0.1964, -0.7560], [1.5442, -1.4838, -3.0772], [0.4299, -0.2019, -2.8281], [-0.2192, -1.7519, -2.9031], [1.3777, -3.8562, 0.8155], [-0.4652, -3.6348, 0.5267], [0.4309, -2.8551, 1.9123], [-2.4369, 1.9187, 1.5522], [-1.9747, 3.3562, 0.5342], [-1.3539, 3.0906, 2.1750], [0.4409, 2.5896, 0.7528], [-0.5140, 1.7353, -1.2312], [-1.6280, 0.8507, -0.5466], [2.2289, -0.3331, 0.5251]], "lowdin_charge": [-0.07, -0.29, -0.03, -0.02, 0.01, -0.10, -0.30, 0.02, 0.14, 0.09, 0.14, 0.09, 0.08, 0.09, 0.15, 0.12, 0.12, 0.07, 0.13, 0.06, 0.15, 0.05, 0.14, 0.14], "de_lowest_kcal_mol": 101.8, "e_lumo_ev": -5.23, "molar_mass_g_mol": 114.2, "total_charge": 1}



(6)
{"formula": "C7H16N", "method": "ωB97M-V/def2-TZVPD", "species": ["C", "C", "C", "C", "H", "H", "H", "H", "H", "H", "H", "H", "H", "H", "C", "C", "C", "N", "H", "H", "H", "H", "H", "H"], "positions_angstrom": [[-0.8610, 2.4329, 0.2919], [-1.5767, -1.0255, -1.4989], [-1.6722, 0.0930, -0.4305], [-0.6430, 1.2275, -0.6576], [-1.6504, 3.1001, -0.1029], [0.0695, 3.0219, 0.4250], [-1.2281, 2.1127, 1.3002], [-2.3724, -1.7467, -1.3294], [-0.5864, -1.5480, -1.5125], [-1.7086, -0.5950, -2.5038], [-1.5502, -0.2892, 0.5760], [-2.6589, 0.5465, -0.4467], [0.3850, 0.8635, -0.6006], [-0.7348, 1.6090, -1.7021], [1.2062, -1.5522, 0.5449], [1.9252, -2.5564, -0.0133], [1.5046, 0.6308, 1.6586], [1.9296, -0.4999, 1.1913], [0.1316, -1.4481, 0.5411], [3.0375, -2.5421, -0.0212], [1.4347, -3.3751, -0.5539], [2.2415, 1.2675, 2.0993], [0.4545, 0.9248, 1.5444], [2.9227, -0.6522, 1.2007]], "lowdin_charge": [-0.13, -0.10, -0.27, -0.29, 0.09, 0.08, 0.08, 0.07, 0.06, 0.08, 0.08, 0.11, 0.07, 0.13, -0.12, 0.12, 0.21, 0.05, 0.09, 0.10, 0.09, 0.13, 0.09, 0.16], "de_lowest_kcal_mol": 45.4, "e_lumo_ev": -5.44, "molar_mass_g_mol": 114.2, "total_charge": 1}



(7)
{"formula": "C7H16N", "method": "ωB97M-V/def2-TZVPD", "species": ["C", "C", "C", "C", "C", "C", "C", "N", "H", "H", "H", "H", "H", "H", "H", "H", "H", "H", "H", "H", "H", "H", "H", "H"], "positions_angstrom": [[-0.6274, -2.1382, -1.5839], [-0.3665, -0.8706, -0.7619], [0.8202, -1.1244, 0.3265], [1.4109, 0.1287, 1.0179], [0.4165, 1.1968, 1.5512], [0.1959, 2.3953, 0.6343], [0.5245, 2.3788, -0.6657], [-1.6615, -0.5916, -0.0226], [-1.2768, -1.9942, -2.5449], [-0.9153, -3.0745, -0.9208], [0.2328, -2.4709, -2.2942], [-0.0919, 0.0188, -1.3776], [0.3120, -1.6668, 1.2226], [1.4977, -1.7114, -0.4014], [1.9292, -0.1462, 1.8792], [2.1454, 0.8013, 0.4121], [-0.6208, 0.9654, 1.9288], [0.8349, 1.6428, 2.5993], [-0.4002, 3.0992, 1.0251], [0.7560, 3.1821, -1.4082], [0.9721, 1.3704, -1.1767], [-2.1203, 0.3649, -0.4424], [-1.4989, -0.4009, 1.0995], [-2.4687, -1.3549, -0.0959]], "lowdin_charge": [-0.10, -0.38, -0.12, -0.21, -0.22, -0.17, 0.00, 0.12, 0.11, 0.13, 0.11, 0.11, 0.15, 0.14, 0.08, 0.14, 0.09, 0.17, 0.06, 0.08, 0.09, 0.23, 0.19, 0.21], "de_lowest_kcal_mol": 89.4, "e_lumo_ev": -3.57, "molar_mass_g_mol": 114.2, "total_charge": 1}



(8)
{"formula": "C7H16N2", "method": "ωB97M-V/def2-TZVPD", "species": ["C", "C", "C", "N", "H", "H", "H", "H", "H", "H", "H", "C", "C", "C", "N", "C", "H", "H", "H", "H", "H", "H", "H", "H", "H"], "positions_angstrom": [[1.6373, 0.3685, -1.2920], [1.9684, -1.6066, 0.2600], [1.1403, -0.9600, -0.8143], [0.2048, -1.5346, -1.4798], [0.0578, -2.5092, -1.2207], [0.9895, 0.7554, -2.0722], [2.6490, 0.2714, -1.6883], [1.6641, 1.0682, -0.4589], [2.9907, -1.7574, -0.0899], [2.0205, -0.9450, 1.1247], [1.5560, -2.5695, 0.5634], [-1.5182, 1.9291, -0.1285], [-2.2308, -0.4945, -0.3453], [-1.4751, 0.5211, 0.4057], [0.3845, 0.9805, 1.9434], [-0.5496, 0.1420, 1.3116], [0.2008, 1.9642, 1.8066], [0.5049, 0.7779, 2.9264], [-0.5476, -0.8721, 1.6868], [-1.5444, 2.6566, 0.6874], [-0.6470, 2.1624, -0.7435], [-2.3764, -1.4111, 0.2228], [-3.2109, -0.1452, -0.6623], [-1.4530, -0.8698, -1.2044], [-2.4155, 2.0778, -0.7387]], "lowdin_charge": [-0.06, -0.05, -0.48, 0.09, 0.07, 0.08, 0.08, 0.06, 0.08, 0.06, 0.08, -0.06, -0.10, -0.38, 0.05, -0.22, 0.07, 0.08, 0.11, 0.07, 0.07, 0.07, 0.07, 0.09, 0.08], "de_lowest_kcal_mol": 37.8, "e_lumo_ev": 0.95, "molar_mass_g_mol": 128.2}